[1]
ORCA calculation (the ωB97M-V functional and the def2-TZVPD basis) on a structure of composition C39H44F6N3O6PSSiTi.

The geometry in ORCA input format:
```
! RIJCOSX wB97M-V def2-TZVPD def2/J DEFGRID3
* xyz -2 3
Ti -0.10746 0.87231 -0.70158
S 2.62821 -2.09166 -1.82039
P 1.77033 -1.78483 2.02878
Si -1.15760 -1.05018 -2.29517
F 2.77841 4.31160 -2.49832
F 1.18526 3.61980 -1.21409
F 3.10622 0.54283 -4.27463
F 3.20667 2.95630 -0.87182
F 4.22432 1.05599 -2.51541
F 3.97582 2.49959 -4.08971
O 1.55063 2.85435 2.25414
O -2.86913 3.96337 -1.64161
O -1.95491 -0.83350 1.03584
O 1.53163 0.98490 -1.98453
O -1.46000 2.21801 -1.57096
O 0.70554 1.05548 1.21265
N 3.97770 -4.13726 -0.79483
N -1.77576 1.99989 1.12025
N 1.67573 -4.34818 -0.83240
C 2.76358 -3.59819 -1.14801
C -1.15000 -5.82413 -2.58481
C -0.32001 -3.57219 1.79416
C 1.72007 -5.77737 -0.59230
C -1.19428 -4.58840 2.16645
C -2.26759 1.26438 2.26825
C 1.03685 2.44415 -3.84302
C 0.64988 2.25753 1.67453
C -5.80872 -0.15052 -2.85027
C -0.22664 -4.60208 4.36507
C 3.33554 1.52648 -3.39023
C -1.14827 -5.10195 3.45009
C 0.59815 -3.05473 2.70353
C 2.98125 -6.11981 0.18011
C 2.00296 1.99409 -2.73936
C -2.82704 2.60228 0.31903
C 0.93982 0.56968 5.32624
C -0.46595 -3.66049 -3.40387
C -4.88545 0.26729 -3.80058
C -2.78437 -0.13615 1.93774
C 4.17952 -5.55556 -0.56807
C 0.83469 -0.38865 4.32744
C 3.02722 0.17175 3.55663
C -1.15338 -2.98937 -2.38077
C -5.35442 -0.83285 -1.72836
C -0.72818 2.93786 1.50599
C 2.31425 3.22165 -1.83178
C -3.99902 -1.09919 -1.57488
C 0.63888 -3.58660 3.99111
C 3.13768 1.12472 4.55599
C 2.09792 1.32204 5.45181
C -1.82037 -5.19244 -1.54463
C -0.46143 -5.04610 -3.50940
C -3.04967 -0.72740 -2.53610
C 3.33334 -2.74306 2.33907
C -1.81008 -3.80426 -1.44657
C -2.34490 2.99799 -1.09069
C 1.88599 -0.61898 3.44247
C -3.53566 -0.02057 -3.64203
H -6.05743 -1.14940 -0.96329
H -3.76786 -0.09695 1.46385
H -6.86426 0.06583 -2.97498
H -2.32733 -3.33867 -0.61183
H 3.07892 -7.20028 0.29831
H -3.27382 3.48114 0.80650
H -1.83055 -5.89040 3.74598
H 1.35151 -3.19696 4.70940
H 5.09610 -5.68768 0.01029
H -0.35707 -3.17284 0.78564
H -3.61181 1.85553 0.16631
H 0.08287 -5.52168 -4.31953
H -1.15972 -6.90555 -2.67050
H 0.09975 2.73889 -3.37207
H -1.91067 -4.96265 1.44502
H 0.80503 -3.95866 -1.17650
H 4.16478 -2.25281 1.83103
H -0.63740 3.71037 0.73928
H 1.69642 -6.33051 -1.54073
H 0.83960 1.58749 -4.48598
H -1.43794 1.16235 2.97385
H -2.88951 -0.68404 2.88614
H 0.10649 0.73404 5.99972
H -2.83140 0.32100 -4.39388
H -2.35757 -5.78262 -0.80769
H 1.43208 3.27012 -4.43812
H 4.30471 -6.10005 -1.51540
H -1.04300 -0.82813 1.36915
H -0.08225 -0.96001 4.23836
H 3.82804 0.07229 2.83262
H 0.07987 -3.06997 -4.13161
H 4.02574 1.74192 4.60787
H -3.07424 1.81675 2.78362
H 2.92486 -5.67101 1.17305
H 0.82584 -6.05500 -0.03358
H -0.95446 3.44334 2.45546
H -3.66598 -1.59172 -0.66605
H -0.73403 -0.85543 -3.73844
H 2.17694 2.08096 6.22046
H -0.18365 -5.00716 5.36939
H -5.21755 0.82726 -4.66885
H 3.55658 -2.83715 3.40317
H 4.74413 -3.59217 -1.15325
H 3.22198 -3.73220 1.89969
*
```

For the largest force on an atom, the calculation gives 0.8 eV/Å. The calculation puts the molar mass at 903.8 g mol⁻¹. The calculation puts the LUMO energy (spin up / spin down) at 3.9 / 3.9 eV. Its energy above the lowest of the compared OMol25 structures with the same formula, charge and spin is 80.5 kJ/mol.

[2]
ORCA calculation (the ωB97M-V functional and the def2-TZVPD basis) on a structure of composition C39H44Ge2LiN2O3Se2.

The geometry in ORCA input format:
```
! RIJCOSX wB97M-V def2-TZVPD def2/J DEFGRID3
* xyz 0 2
Se -0.78490 -0.09040 -4.51832
Se 0.54457 -2.49500 -2.64924
Ge 1.69314 -1.34582 1.80379
Ge 3.91462 -1.00802 0.83057
O 0.67775 0.15062 1.21835
O 0.02801 2.36359 0.05657
O 1.92282 1.32374 2.65517
N -6.20248 3.94923 -0.26968
N -1.95245 0.76670 -1.31694
C -5.34122 3.22792 -0.55983
C 1.46386 5.59042 3.30607
C 1.89472 4.26632 0.91166
C 0.73498 4.44968 3.00538
C -2.65170 -0.56295 -4.27414
C 0.27241 -5.20554 0.99578
C 4.76282 0.63107 1.48597
C -3.42200 3.21429 2.40809
C 1.03578 1.29137 1.84687
C 0.94483 3.78284 1.80500
C -1.41772 -3.73222 0.13726
C 4.94213 -2.59914 1.38007
C -4.27099 2.38241 -0.88530
C -3.00145 0.35952 -0.53466
C 0.51812 -2.24110 5.74964
C -4.12862 1.08655 -0.30041
C -2.18144 3.26904 1.79354
C -0.65827 -2.63604 0.52541
C -0.16386 -1.77100 -5.30637
C 1.62454 -1.49172 3.73863
C 1.64556 -4.05837 -2.28316
C -1.38580 1.50356 3.21240
C -2.62703 1.45119 3.83192
C 1.03745 -2.29592 -4.53907
C -2.14398 1.96881 -1.94633
C -3.22379 2.78302 -1.76747
C 2.61925 5.40954 1.21165
C -0.95080 -5.01721 0.36486
C 0.54231 -2.09982 4.36798
C 2.67498 -1.18890 5.89039
C -3.64485 2.30186 3.42908
C 0.18618 2.50799 1.47503
C 2.68887 -1.03472 4.51366
C 1.02273 -4.10712 1.38719
C 0.57511 -2.80622 1.14441
C -1.15976 2.41043 2.18374
C 2.40480 6.07431 2.40997
C 1.58586 -1.78958 6.50949
C 3.79479 -0.92546 -1.12644
Li -0.18159 0.53036 -0.51981
H -0.00098 4.08000 3.70677
H 2.97709 -0.28971 -1.46596
H 3.63882 -1.91546 -1.55020
H 0.63797 -6.20614 1.18840
H -4.61510 2.25196 3.90553
H 4.62283 -3.47102 0.80800
H -0.98794 -2.47924 -5.22860
H 1.57163 -1.90393 7.58560
H 4.80585 -2.80760 2.44152
H -0.61507 3.00081 -0.28848
H 6.00705 -2.44875 1.19868
H 4.50217 0.86510 2.51448
H -2.90088 -0.62069 -0.07622
H -2.74614 -1.33866 -3.51851
H 0.07150 -1.62427 -6.35986
H -4.89986 0.68638 0.34368
H -3.28984 3.71460 -2.31459
H 4.72624 -0.51415 -1.51910
H 3.52951 -0.53844 4.04346
H 2.96720 6.96901 2.64261
H -1.06009 -1.64485 0.34762
H 1.26906 -4.92934 -2.81542
H 1.32549 -3.28347 -4.90374
H 1.89805 -1.63174 -4.62248
H -4.21231 3.87306 2.07285
H 1.96740 -4.27159 1.89756
H -0.60093 0.83615 3.55108
H 1.29043 6.10496 4.24201
H -1.53948 -5.87081 0.05517
H 1.59624 -4.24471 -1.21145
H -3.08019 -0.87906 -5.22191
H 2.67786 -3.86651 -2.57064
H -3.15472 0.33516 -3.92404
H 3.50826 -0.83257 6.48202
H -2.02742 3.98954 0.99732
H -2.37104 -3.57677 -0.35098
H -2.79550 0.74038 4.63048
H 2.06283 3.75009 -0.02490
H 5.84445 0.51805 1.39880
H -0.28781 -2.47538 3.77996
H 4.45772 1.47670 0.86795
H 3.35171 5.78205 0.50730
H -1.36319 2.26768 -2.64290
H -0.33303 -2.70787 6.22816
*
```

For the largest force on an atom, the calculation gives 0.4 eV/Å. The calculation puts the molar mass at 898.9 g mol⁻¹. The calculation puts the LUMO energy (spin up / spin down) at 0.2 / 0.2 eV. Its energy above the lowest of the compared OMol25 structures with the same formula, charge and spin is 11.9 kJ/mol.

[3]
ORCA calculation (the ωB97M-V functional and the def2-TZVPD basis) on a structure of composition C39H44GeN8O2STi.

The geometry in ORCA input format:
```
! RIJCOSX wB97M-V def2-TZVPD def2/J DEFGRID3
* xyz 0 1
Ge -1.16153 -0.89093 -2.72822
Ti 0.06487 0.15817 0.42798
S 3.30257 0.80717 0.32538
O 2.80377 2.15127 0.45718
O 3.96287 0.24767 1.47568
N 6.78017 1.16307 -4.44292
N -0.15393 1.83957 1.24748
N -2.80063 2.03197 0.58388
N -7.68373 -6.06973 0.36108
N 1.04037 -2.12383 0.25638
N 1.98437 -0.09483 -0.03522
N 0.63277 -0.32923 2.75448
N 3.37537 -1.94273 -0.21112
C 3.78817 0.82407 -2.35652
C -0.05543 4.83367 -0.93712
C 4.58827 0.91177 -3.47592
C -4.95153 -2.21613 1.20438
C -3.14833 -1.04073 -2.59132
C -2.58293 -1.64733 0.82078
C -4.45883 -4.78413 0.25468
C -0.50033 -2.73043 -2.35382
C 5.73687 0.80557 -0.94962
C -3.42723 -3.87843 0.35078
C -3.12003 2.21267 1.98798
C 4.36367 0.77707 -1.10042
C 2.13257 1.18447 4.03538
C 0.99947 3.36417 2.78048
C 0.68127 2.07937 2.31228
C -6.82013 -5.32433 0.48558
C 0.36037 3.81787 -0.09582
C -0.69493 -0.48523 -4.64032
C -5.75373 -4.40933 0.62518
C 2.52087 2.46427 4.40188
C 3.48937 -3.24493 -0.07262
C -5.98913 -3.11973 1.11228
C 1.91187 3.54977 3.79938
C -1.39163 4.94367 -1.28272
C 2.41207 -4.06343 0.24998
C -0.55363 2.90417 0.42958
C -1.91613 3.01117 0.07148
C -0.46473 0.54227 -1.56852
C -0.61083 -0.43643 3.53508
C 1.18587 -3.43283 0.38598
C 5.97927 0.97257 -3.34422
C 6.54327 0.90507 -2.06542
C 1.50877 -1.43083 3.14768
C -2.31133 4.03287 -0.78772
C -3.65713 -2.57453 0.81128
C -3.98973 1.76967 -0.19672
C -1.64803 -0.86623 0.76558
C 1.20407 0.97667 3.03018
C 2.16107 -1.41073 -0.00732
H -1.05103 -1.42153 3.36848
H -1.13453 -1.21113 -5.31672
H 2.71117 0.78667 -2.43942
H 4.48387 -3.64353 -0.23302
H -3.52753 1.28217 2.38628
H 2.58107 0.35057 4.55118
H -6.98923 -2.83963 1.41078
H 0.58217 -2.80743 -2.43082
H 1.40657 3.69227 0.14218
H -4.28053 -5.78603 -0.11132
H 7.75897 0.95377 -4.34532
H 1.05607 -2.37193 2.82538
H -3.34753 4.13137 -1.06762
H -1.05153 0.50067 -4.92582
H 2.52167 -5.12893 0.36228
H -2.22343 2.48137 2.54398
H 2.15337 4.55517 4.11478
H 0.52657 4.22347 2.32558
H 6.38757 0.97697 -5.34932
H -3.72943 1.73757 -1.25122
H -0.94113 -3.43783 -3.05292
H 3.26597 2.59957 5.17258
H 0.28657 -3.99343 0.61708
H 7.61767 0.94037 -1.96562
H -1.22763 1.32957 -1.59672
H -3.65093 -0.14763 -2.94992
H -3.49913 -1.88163 -3.18492
H -1.31963 0.32827 3.21018
H -4.77803 2.52107 -0.04022
H 1.63317 -1.48523 4.24018
H 2.48987 -1.30943 2.68448
H -3.86583 3.01227 2.13228
H 0.43997 0.96527 -2.03282
H -1.72503 5.73967 -1.93302
H 4.15047 0.94247 -4.46422
H 0.38237 -0.50423 -4.78192
H 0.67047 5.53047 -1.32922
H -2.42513 -4.15693 0.05688
H -4.38193 0.79317 0.08878
H -0.40433 -0.30333 4.60828
H -0.79673 -3.00603 -1.34612
H -3.43553 -1.20373 -1.55702
H 6.14747 0.74797 0.04458
H -5.13593 -1.21733 1.57498
*
```

For the largest force on an atom, the calculation gives 2.9 eV/Å. The calculation puts the molar mass at 809.4 g mol⁻¹. The calculation puts the LUMO energy at -0.4 eV. Its energy above the lowest of the compared OMol25 structures with the same formula, charge and spin is 46.5 kJ/mol.